Record 1
{
  "formula": "C25H48LaP2",
  "method": "ωB97M-V/def2-TZVPD",
  "orbital_gap_ev": 4.70,
  "de_lowest_kj_mol": 0.00,
  "total_charge": 1,
  "largest_force_ev_per_a": 7.651,
  "total_energy_ha": -1695.28092,
  "homo_ev": -7.442,
  "symbols": ["La", "C", "C", "C", "C", "C", "C", "H", "H", "H", "C", "H", "H", "H", "C", "H", "H", "H", "C", "H", "H", "H", "C", "H", "H", "H", "C", "C", "C", "C", "C", "C", "C", "C", "H", "H", "H", "H", "H", "H", "H", "H", "H", "H", "H", "H", "P", "C", "H", "H", "H", "C", "H", "H", "H", "C", "H", "H", "H", "P", "C", "H", "H", "H", "C", "H", "H", "H", "C", "H", "H", "H", "C", "H", "H", "H"],
  "positions_angstrom": [[-0.51246, -0.49176, -1.03400], [-2.27996, 1.70322, 0.87203], [-2.81123, 0.82398, -0.12157], [-2.42881, -0.39644, 1.79979], [-2.12352, 0.95989, 2.06954], [-2.88835, -0.49228, 0.45630], [-2.07586, 3.16259, 0.71363], [-1.80085, 3.41417, -0.32225], [-1.27018, 3.52493, 1.37275], [-2.98848, 3.73387, 0.96386], [-1.80758, 1.49943, 3.41417], [-1.70713, 2.58882, 3.39820], [-0.87708, 1.07729, 3.81761], [-2.60113, 1.26294, 4.13743], [-2.39799, -1.51187, 2.77587], [-3.40769, -1.89744, 3.00145], [-1.95034, -1.20505, 3.73250], [-1.80758, -2.35995, 2.39090], [-3.42327, -1.70838, -0.22035], [-4.51117, -1.59759, -0.37286], [-3.26241, -2.61491, 0.38495], [-2.98794, -1.89032, -1.22929], [-3.35848, 1.23677, -1.44119], [-4.30587, 1.78524, -1.29557], [-3.58926, 0.38128, -2.09400], [-2.68585, 1.91545, -1.99102], [1.50702, 0.54464, -1.95881], [0.45001, 1.41396, -2.24127], [-0.10731, 1.59096, -3.64758], [-1.04815, 0.47322, -4.17364], [-1.13741, -0.80527, -3.34568], [-0.03228, -1.63616, -3.12863], [1.34166, -1.35465, -3.72356], [2.19987, -0.26607, -3.04456], [0.71400, 1.73231, -4.37128], [-0.74780, 0.22130, -5.20514], [-0.65471, 2.55086, -3.67048], [2.60849, 0.40771, -3.81819], [2.04423, 0.52136, -0.98450], [0.14231, 2.21953, -1.54347], [3.09129, -0.73147, -2.58924], [1.90063, -2.30046, -3.70268], [-0.20001, -2.68214, -2.81529], [1.24728, -1.11391, -4.79139], [-2.06560, 0.88629, -4.26876], [-2.15604, -1.22712, -3.25653], [2.38418, 2.16069, 2.06028], [1.81023, 3.11959, 3.45889], [2.55543, 3.86637, 3.75848], [1.60964, 2.44453, 4.30006], [0.86892, 3.63082, 3.20952], [4.13778, 1.82088, 1.98518], [4.71226, 2.67469, 2.36261], [4.45275, 1.62072, 0.95298], [4.37734, 0.93412, 2.58334], [1.90510, 3.05012, 0.57250], [2.14044, 2.44416, -0.31556], [2.42662, 4.01208, 0.51089], [0.81835, 3.22270, 0.60610], [0.95330, -2.98114, 0.47808], [-0.07052, -4.39523, -0.12108], [0.59068, -5.22362, -0.41514], [-0.68342, -4.09152, -0.98420], [-0.74274, -4.73123, 0.68371], [2.50769, -3.25124, -0.47621], [2.35168, -3.09617, -1.55418], [2.85962, -4.27831, -0.29124], [3.27090, -2.53846, -0.12917], [1.49451, -3.68848, 2.08988], [2.05324, -4.62539, 1.92815], [0.61699, -3.89194, 2.72124], [2.14449, -2.97171, 2.61180], [1.45590, 0.60823, 2.10683], [1.31689, 0.26486, 3.14986], [2.00430, -0.17766, 1.56609], [0.44046, 0.71875, 1.69213]],
  "atomic_forces_ev_per_a": [[-3.205, -0.946, 6.883], [-0.212, -1.166, -0.341], [0.254, -0.464, 1.032], [-0.111, 0.500, -0.894], [0.313, -0.536, -0.823], [0.200, 1.241, 0.347], [-0.095, 0.619, -0.072], [-0.093, 0.049, 0.243], [-0.236, 0.055, -0.135], [0.356, -0.054, -0.113], [0.177, 0.150, 0.438], [0.011, -0.072, 0.031], [-0.024, 0.078, 0.167], [0.197, 0.076, -0.111], [-0.030, -0.599, 0.488], [0.316, 0.093, -0.038], [-0.093, -0.104, -0.250], [-0.156, 0.099, 0.197], [-0.350, -0.240, -0.020], [0.348, -0.248, -0.137], [-0.040, 0.262, -0.235], [-0.178, -0.063, 0.240], [-0.446, 0.430, -0.508], [0.196, -0.148, -0.198], [0.092, 0.220, 0.129], [-0.202, -0.172, 0.035], [1.185, -0.282, -0.833], [-0.125, 1.032, -0.669], [-0.007, 0.295, -0.643], [-0.093, 0.303, -0.540], [0.078, 0.399, -1.601], [0.779, -0.467, -1.167], [0.460, -0.145, -0.450], [0.549, -0.019, -0.272], [-0.092, -0.036, 0.214], [-0.122, 0.035, 0.071], [0.179, -0.395, 0.009], [-0.038, -0.095, 0.117], [-0.343, 0.373, -0.343], [0.311, -0.485, -0.094], [-0.316, 0.062, -0.120], [-0.055, 0.169, -0.062], [-0.128, 0.344, -0.160], [-0.082, -0.056, 0.031], [0.330, -0.153, 0.111], [0.465, 0.067, 0.104], [-1.218, -0.157, -0.719], [0.228, 0.177, 0.556], [-0.194, -0.118, -0.050], [0.136, 0.208, -0.117], [0.291, -0.229, -0.089], [0.489, -0.089, 0.342], [-0.103, -0.158, -0.075], [-0.276, 0.085, 0.165], [-0.032, 0.234, 0.003], [-0.024, -0.055, -0.095], [-0.026, 0.258, 0.222], [-0.081, -0.167, 0.025], [0.304, -0.031, 0.007], [0.384, -0.549, -0.152], [-0.085, 0.060, -0.091], [-0.285, 0.157, 0.077], [0.187, -0.229, 0.244], [0.185, 0.137, -0.303], [0.062, -0.105, 0.019], [0.014, -0.030, 0.356], [0.037, 0.307, -0.167], [-0.154, -0.218, -0.145], [-0.026, 0.150, 0.172], [-0.233, 0.317, 0.056], [0.296, 0.100, -0.151], [-0.153, -0.246, -0.072], [0.211, -0.442, 0.251], [0.216, 0.207, -0.452], [-0.185, 0.221, 0.043], [0.108, 0.197, 0.079]]
}

=====

Record 2
{
  "formula": "C25H48OOsP4",
  "method": "ωB97M-V/def2-TZVPD",
  "orbital_gap_ev": [6.19, 4.03],
  "multiplicity": 5,
  "de_lowest_kj_mol": 45.89,
  "total_charge": 4,
  "largest_force_ev_per_a": 3.582,
  "total_energy_ha": -2511.04967,
  "homo_ev": [-18.816, -19.613],
  "symbols": ["Os", "P", "P", "P", "H", "C", "C", "H", "C", "C", "C", "C", "C", "C", "C", "C", "C", "H", "H", "H", "H", "H", "H", "H", "H", "H", "H", "H", "H", "H", "H", "H", "H", "H", "H", "H", "H", "H", "H", "H", "H", "H", "H", "H", "H", "H", "C", "C", "C", "C", "C", "C", "O", "H", "H", "H", "H", "H", "H", "C", "P", "C", "C", "C", "C", "C", "C", "C", "H", "H", "H", "H", "H", "H", "H", "H", "H", "H", "H"],
  "positions_angstrom": [[-0.17338, 0.30003, -0.50487], [-1.95232, 1.28435, -1.55260], [0.41170, -0.69037, -2.44396], [-0.40416, 1.77014, 1.27793], [4.05069, 0.22998, -2.30570], [4.51684, -0.07449, -1.35910], [4.51978, -1.28715, -0.79455], [3.91067, -2.14283, -1.02398], [-1.39915, 2.79877, -2.43733], [-2.85289, 0.34177, -2.86058], [-3.40070, 1.91540, -0.58183], [1.94353, -1.57942, -2.22199], [-0.58419, -2.04607, -3.18840], [0.85506, 0.41098, -3.82967], [0.77587, 1.67168, 2.69782], [-1.96742, 1.79173, 2.28950], [-0.18185, 3.52795, 0.80190], [5.25642, 0.66261, -1.00401], [5.30383, -1.52963, -0.07629], [-2.22147, 3.14406, -3.07686], [-0.53049, 2.58143, -3.07136], [-1.14968, 3.59004, -1.71846], [-3.80701, 0.84537, -3.07316], [-3.08226, -0.67965, -2.53710], [-2.26995, 0.29365, -3.78878], [-3.13302, 2.85105, -0.07408], [-3.70718, 1.18422, 0.17843], [-4.24956, 2.10501, -1.25851], [2.40765, -1.91947, -3.15526], [1.89135, -2.41944, -1.53051], [2.58608, -0.83889, -1.77414], [-0.90961, -1.69514, -4.17867], [-1.44126, -2.28725, -2.54413], [0.07836, -2.92423, -3.29526], [1.59109, -0.09161, -4.47039], [1.28698, 1.35099, -3.46679], [-0.03837, 0.62401, -4.42411], [0.31331, 2.04398, 3.62365], [1.66393, 2.26231, 2.44641], [1.09030, 0.63573, 2.86257], [-1.71478, 1.92830, 3.35104], [-2.53451, 0.85839, 2.18507], [-2.60415, 2.62650, 1.97131], [0.29142, 4.06236, 1.63849], [-1.14990, 3.99168, 0.57100], [0.47870, 3.59122, -0.07151], [3.69139, 0.09258, 2.06929], [3.18290, 0.81115, 0.98110], [3.63826, 2.11680, 0.78548], [4.33341, 2.74923, 1.83274], [4.52080, 2.09483, 3.06391], [4.16553, 0.75384, 3.21634], [3.92508, -1.25191, 1.91084], [3.85965, -1.69448, 2.75306], [2.52595, 0.29954, 0.26265], [3.47338, 2.62612, -0.16606], [4.68992, 3.77447, 1.71642], [4.98266, 2.63553, 3.89349], [4.28999, 0.17408, 4.13343], [-0.55316, -1.49884, 2.43254], [-0.91570, -1.48476, 0.63084], [-0.06119, -3.04625, 0.15746], [-2.67434, -2.15527, 0.71282], [-3.71999, -1.52709, 0.02673], [-5.04148, -1.97631, 0.15672], [-5.33427, -3.05175, 1.00414], [-4.29102, -3.70896, 1.67415], [-2.97112, -3.28156, 1.50333], [0.52436, -1.35427, 2.59394], [-0.86209, -2.46342, 2.85675], [-1.12667, -0.69718, 2.91633], [-0.35572, -3.86793, 0.81893], [-0.30692, -3.35300, -0.86632], [1.01859, -2.89285, 0.24997], [-3.49561, -0.66004, -0.59581], [-5.83764, -1.48217, -0.40596], [-6.36428, -3.38745, 1.12834], [-4.50476, -4.55244, 2.33301], [-2.17019, -3.81026, 2.01822]],
  "atomic_forces_ev_per_a": [[-0.529, 1.212, 0.498], [-1.337, 1.382, -1.522], [0.456, -1.771, -2.898], [-0.377, 1.681, 2.484], [-0.314, -0.222, 0.624], [1.381, 0.225, -0.320], [1.266, 0.094, 0.090], [-0.061, 0.060, -0.353], [-0.128, -0.081, -0.023], [0.195, -0.145, 0.055], [0.356, -0.180, 0.251], [0.494, 0.096, 0.385], [-0.201, 0.308, -0.051], [-0.071, 0.070, -0.044], [0.460, -0.335, -0.275], [-0.143, -0.062, -0.254], [0.070, 0.017, 0.007], [-0.298, -0.486, -0.253], [-0.299, 0.301, 0.015], [0.127, 0.012, 0.118], [-0.269, 0.112, 0.207], [-0.061, -0.244, -0.280], [0.365, -0.007, 0.024], [0.123, 0.198, -0.223], [-0.133, 0.001, 0.241], [-0.135, -0.252, -0.201], [-0.008, 0.388, -0.177], [0.421, -0.025, 0.164], [-0.273, 0.103, 0.042], [-0.239, 0.059, -0.183], [0.225, -0.096, -0.049], [-0.143, -0.445, 0.284], [0.154, -0.049, -0.469], [-0.452, 0.407, -0.060], [-0.229, 0.098, 0.100], [-0.048, -0.175, -0.119], [0.174, 0.119, 0.015], [0.186, 0.012, -0.437], [-0.289, -0.121, 0.267], [-0.043, 0.253, 0.103], [-0.133, -0.019, -0.429], [0.041, 0.243, 0.027], [0.136, -0.282, 0.182], [-0.286, -0.049, -0.252], [0.330, -0.034, 0.023], [-0.133, 0.112, 0.180], [1.250, -2.524, 0.587], [0.208, 1.156, -1.934], [-0.314, -0.334, 0.276], [-0.188, 0.202, -1.006], [-0.157, -1.409, 1.322], [0.248, 1.244, 0.338], [-1.892, 2.417, -0.274], [0.559, -0.543, 0.965], [0.452, 0.195, 0.264], [-0.130, -0.051, 0.405], [-0.091, -0.277, -0.011], [-0.110, -0.223, -0.232], [0.388, 0.357, -0.175], [-0.392, -0.029, -0.045], [-0.380, -2.950, 1.995], [-0.051, -0.163, -0.235], [-0.504, 2.467, -1.950], [2.370, 0.023, 0.508], [-0.551, 0.433, -0.581], [0.492, -1.749, 1.401], [-1.745, 0.079, -0.316], [0.077, -0.594, 0.654], [-0.378, -0.115, -0.061], [0.260, 0.329, 0.099], [0.303, -0.241, 0.061], [0.107, 0.174, 0.011], [0.140, 0.175, 0.216], [-0.193, -0.104, 0.048], [-0.249, -0.508, 0.288], [0.142, -0.158, 0.198], [0.242, 0.071, -0.011], [0.031, 0.205, -0.236], [-0.270, -0.037, -0.091]]
}

=====

Record 3
{
  "formula": "C25H48OP2Tm",
  "method": "ωB97M-V/def2-TZVPD",
  "orbital_gap_ev": [7.17, 7.24],
  "multiplicity": 3,
  "de_lowest_kj_mol": 751.15,
  "total_charge": 1,
  "largest_force_ev_per_a": 5.440,
  "total_energy_ha": -2824.07922,
  "homo_ev": [-9.473, -9.496],
  "symbols": ["Tm", "C", "C", "C", "C", "C", "C", "H", "H", "H", "C", "H", "H", "H", "C", "H", "H", "H", "C", "H", "H", "H", "C", "H", "H", "H", "C", "C", "C", "C", "C", "C", "C", "C", "H", "H", "H", "H", "H", "H", "H", "H", "H", "H", "H", "H", "P", "C", "H", "H", "H", "C", "H", "H", "H", "C", "H", "H", "H", "P", "C", "H", "H", "H", "C", "H", "H", "H", "C", "H", "H", "H", "C", "O", "H", "H", "H"],
  "positions_angstrom": [[0.41059, -0.02748, 0.44943], [1.97385, 1.50593, -0.19854], [0.63499, 2.05849, -0.45184], [0.84145, 1.83044, 1.87966], [2.12920, 1.39804, 1.26604], [-0.06387, 2.22799, 0.85639], [3.09454, 1.46173, -1.20983], [2.75924, 1.22132, -2.23700], [3.89054, 0.73988, -0.97064], [3.57775, 2.45283, -1.26707], [3.44576, 1.25010, 1.92770], [4.26123, 0.89804, 1.29239], [3.42286, 0.39553, 2.81342], [3.69357, 2.14379, 2.51192], [0.61511, 1.92826, 3.35697], [0.81268, 2.95518, 3.66742], [1.28373, 1.29942, 3.96269], [-0.39984, 1.67497, 3.69294], [-1.17455, 3.18531, 1.18920], [-0.71122, 4.18156, 1.29071], [-1.63614, 2.97502, 2.16669], [-1.99338, 3.29809, 0.47141], [0.46019, 2.95459, -1.63198], [1.14743, 3.80038, -1.48604], [-0.53522, 3.37174, -1.72294], [0.75271, 2.48938, -2.57595], [-1.45689, -1.28657, -2.46362], [-0.68650, -0.24946, -3.08939], [-1.17504, 0.43036, -4.32002], [-2.32860, 1.44031, -4.02589], [-2.77833, 1.46616, -2.57031], [-3.52215, 0.47551, -2.04912], [-3.91482, -0.75442, -2.83582], [-2.73947, -1.75546, -3.04728], [-1.51307, -0.29523, -5.07439], [-3.18770, 1.13993, -4.64505], [-0.32101, 0.96061, -4.77923], [-2.64447, -1.97457, -4.11961], [-1.19388, -1.73414, -1.53446], [0.22963, 0.12505, -2.69698], [-2.99240, -2.71472, -2.56536], [-4.77430, -1.23864, -2.35498], [-4.04971, 0.61606, -1.09953], [-4.28077, -0.44628, -3.82636], [-2.07768, 2.44848, -4.38088], [-2.67446, 2.41440, -2.03143], [2.07026, -2.03749, -0.15037], [3.65626, -1.86021, 0.66785], [4.16996, -2.79139, 0.42195], [3.63859, -1.76736, 1.75447], [4.24650, -1.02995, 0.26983], [1.53407, -3.66063, 0.30983], [2.40236, -4.29579, 0.09593], [0.68851, -4.00805, -0.29746], [1.26890, -3.76923, 1.37024], [2.60406, -2.17198, -1.82352], [1.81069, -2.53170, -2.48300], [3.39886, -2.92367, -1.78461], [3.01899, -1.24512, -2.23823], [-1.73825, -0.91670, 1.77102], [-2.82003, 0.41877, 2.27503], [-3.77159, -0.09409, 2.43613], [-2.97086, 1.26699, 1.60151], [-2.49364, 0.84147, 3.24063], [-2.50604, -2.42450, 1.25991], [-3.27523, -2.25253, 0.50994], [-2.99080, -2.81661, 2.16172], [-1.80375, -3.19848, 0.90091], [-1.44851, -1.41207, 3.46312], [-2.46452, -1.52881, 3.85793], [-0.92575, -0.66722, 4.06618], [-0.94538, -2.37641, 3.52616], [2.39556, -0.61524, 3.47224], [1.54084, -0.45188, 2.15823], [2.58951, 0.06054, 4.32332], [3.01813, -1.57140, 3.35369], [1.49071, -0.90717, 3.97599]],
  "atomic_forces_ev_per_a": [[-0.404, -3.747, 0.943], [0.012, 1.868, 2.350], [0.117, 1.005, 1.294], [1.623, 0.833, -1.342], [-0.687, 3.155, -2.208], [2.206, 1.564, -0.822], [0.102, 0.035, -0.346], [-0.022, 0.099, 0.489], [-0.335, 0.223, 0.071], [-0.144, -0.299, -0.003], [0.350, -2.077, 2.556], [-0.159, 0.648, -0.190], [0.757, 2.937, -2.899], [0.207, 0.056, -0.474], [0.107, -0.027, 0.480], [-0.140, 0.135, 0.119], [-0.331, 0.407, -0.533], [0.122, 0.140, -0.296], [-0.299, 0.385, 0.090], [-0.195, -0.223, -0.062], [0.236, -0.032, -0.329], [0.230, -0.279, -0.113], [0.193, 0.239, -0.110], [-0.157, 0.017, -0.164], [-0.240, -0.085, -0.066], [-0.178, -0.031, -0.018], [2.709, 3.602, -2.905], [-2.899, -3.946, 1.669], [0.538, 0.290, -0.538], [-0.285, 0.049, 0.193], [-1.123, 0.145, -0.308], [-0.571, 0.776, -0.373], [-0.163, 0.297, -0.006], [-0.466, -0.751, 0.150], [0.064, 0.100, 0.295], [0.138, 0.071, 0.231], [-0.420, -0.162, 0.140], [0.119, 0.105, 0.262], [0.669, -0.270, 0.746], [0.670, 0.020, 0.653], [0.008, 0.286, -0.239], [0.324, -0.002, -0.040], [0.521, 0.018, -0.059], [0.101, 0.009, 0.224], [0.145, -0.267, 0.294], [0.151, -0.467, -0.007], [-0.368, 1.724, 0.291], [0.799, -0.450, 0.253], [0.403, -0.001, 0.041], [-0.223, -0.034, -0.521], [-0.251, -0.148, -0.058], [0.034, -1.349, 0.074], [-0.286, -0.370, 0.149], [0.197, 0.133, 0.068], [0.150, 0.247, -0.265], [0.696, -0.929, -1.193], [0.031, 0.070, 0.032], [0.102, -0.018, -0.580], [-0.178, -0.156, 0.297], [1.392, 0.878, 0.608], [-1.647, 0.483, -0.098], [-0.377, 0.457, 0.231], [0.048, -0.468, -0.183], [0.016, -0.398, -0.443], [-1.503, -0.969, -0.150], [-0.015, -0.155, -0.215], [-0.178, -0.240, -0.333], [-0.104, 0.619, 0.112], [0.374, -0.507, 0.940], [0.182, -0.097, 0.266], [0.059, -0.116, -0.197], [0.123, 0.057, 0.078], [-4.087, -3.518, -0.719], [1.347, -2.724, 2.691], [1.234, 0.764, -1.298], [-0.600, 1.918, 0.530], [-0.574, -1.552, 0.790]]
}